1 | Computed, not measured: 2 unconnected molecules or ions with the total composition C4H13NO, with ωB97M-V/def2-TZVPD.

Each line ends with the Mulliken spin population.
Cartesian coordinates (Å):
C  -2.296  0.458  -1.426  0.0030
N  -1.035  0.241  -0.561  0.8249
C  -0.087  1.263  -0.247  0.0048
C  1.299  0.615  0.064  0.0043
C  -3.523  -0.118  -0.802  0.0276
H  -1.857  0.110  -2.369  0.0322
H  -2.267  1.553  -1.561  0.0011
H  -0.790  -0.729  -0.765  -0.0240
H  -0.514  1.910  0.539  0.0650
H  0.040  2.031  -1.018  0.0705
H  2.174  1.251  0.088  -0.0005
H  1.399  -0.126  -0.742  -0.0037
H  0.996  0.006  0.907  -0.0009
H  -4.311  -0.262  -1.533  -0.0060
H  -3.376  -1.108  -0.373  0.0036
H  -3.945  0.532  -0.027  -0.0019
H  6.688  -2.377  2.919  0.0000
H  5.445  -3.021  3.361  0.0000
O  5.961  -2.229  3.547  0.0000

For the HOMO-LUMO gap (spin up / spin down), the calculation gives 10.270 / 5.699 eV. The spin multiplicity is 2. The calculation puts the highest occupied orbital energy (spin up / spin down) at -13.3 / -13.3 eV. As for the total charge: +1. The expectation value of S² is 0.75.


2 | Computed, not measured: 2 unconnected molecules or ions with the total composition C4H13NO, with ωB97M-V/def2-TZVPD.

Each line ends with the Mulliken spin population.
Cartesian coordinates (Å):
C  -2.412  -0.733  0.066  -0.0019
C  -1.489  -0.300  1.210  0.0895
C  -0.715  1.014  1.030  0.0023
N  -0.093  0.916  -0.251  0.8027
C  1.093  0.098  -0.317  0.0220
H  -1.938  -1.390  -0.691  -0.0010
H  -2.885  0.095  -0.458  0.0022
H  -3.182  -1.490  0.321  0.0006
H  -0.771  -1.093  1.405  0.0022
H  -2.284  -0.262  1.959  0.0024
H  -0.066  1.189  1.895  0.0285
H  -1.436  1.842  1.036  -0.0030
H  -0.314  1.606  -0.964  -0.0343
H  1.504  -0.013  0.688  0.0108
H  1.773  0.357  -1.122  0.0110
H  0.787  -0.907  -0.679  0.0645
H  3.578  0.220  -1.838  0.0006
H  4.578  -0.744  -1.220  0.0000
O  4.273  -0.406  -2.071  0.0009

For the HOMO-LUMO gap (spin up / spin down), the calculation gives 11.350 / 6.831 eV. The spin multiplicity is 2. The calculation puts the highest occupied orbital energy (spin up / spin down) at -14.7 / -14.7 eV. As for the total charge: +1. The expectation value of S² is 0.75.


Which structure is the least stable? The one labeled 2.


1 | Computed, not measured: C8H12N2 in the gas phase, with ωB97M-V/def2-TZVPD.

Each line ends with the Mulliken charge.
Cartesian coordinates (Å):
C  -2.836  -0.226  -0.155  -0.7933
C  -1.744  0.703  0.210  0.7602
C  -0.560  -0.520  0.609  0.3451
C  -1.994  2.068  0.163  -1.0937
C  0.739  -0.942  1.446  -1.1407
C  1.056  -0.356  0.113  1.1218
C  1.583  1.148  0.014  -1.1510
C  1.494  -1.372  -0.930  -1.4699
N  -1.188  -1.708  0.128  -0.7034
N  -2.399  -1.493  -0.169  0.1830
H  -3.778  0.092  -0.409  0.5542
H  -1.252  2.740  0.280  0.4338
H  -2.848  2.488  -0.380  0.2444
H  1.094  -0.572  2.419  0.2940
H  0.723  -2.055  1.518  0.3061
H  2.382  1.284  -0.649  0.4235
H  1.755  1.719  1.009  0.2695
H  0.626  1.633  -0.354  0.1105
H  0.922  -2.380  -0.670  0.3069
H  2.560  -1.391  -1.004  0.4566
H  1.093  -1.080  -1.912  0.2869
H  -2.905  -2.309  -0.558  0.2554

For the HOMO-LUMO gap (spin up / spin down), the calculation gives 7.217 / 7.225 eV. The spin multiplicity is 1. The calculation puts the highest occupied orbital energy (spin up / spin down) at -6.6 / -6.6 eV.


2 | Computed, not measured: a molecular structure, C8H12N2, with ωB97M-V/def2-TZVPD.

Each line ends with the Mulliken charge.
Cartesian coordinates (Å):
C  -2.123  0.737  -0.316  -0.6366
C  -1.642  1.739  -1.085  -0.1386
C  0.808  -0.144  1.518  -0.1870
C  0.147  0.919  -0.078  -0.3953
C  -0.552  -0.811  1.334  0.1894
C  2.044  -1.018  1.333  -1.1529
C  -0.655  -2.165  0.598  -1.5199
C  0.525  2.679  -1.763  -0.8031
N  -0.916  0.240  0.324  0.2689
N  -0.254  1.817  -0.936  0.2186
H  -3.177  0.615  0.004  0.3062
H  -2.126  2.438  -1.741  0.3925
H  -1.192  -0.569  2.134  0.4600
H  2.768  -0.277  1.088  0.3778
H  2.058  -1.874  0.609  0.3004
H  2.190  -1.657  2.270  0.2927
H  -0.312  -3.094  1.126  0.3028
H  -0.271  -2.082  -0.370  0.4891
H  -1.743  -2.227  0.404  0.3897
H  1.047  2.076  -2.549  0.2965
H  -0.205  3.464  -2.159  0.2603
H  1.337  3.277  -1.174  0.2883

For the HOMO-LUMO gap, the calculation gives 7.273 eV. The spin multiplicity is 1. The calculation puts the highest occupied orbital energy at -6.4 eV.


Which structure is the least stable? The one labeled 2.


1 | Computed, not measured: 2 unconnected molecules or ions with the total composition C22H27N3O4, with ωB97M-V/def2-TZVPD.

Each line ends with the Mulliken charge.
Cartesian coordinates (Å):
C  3.822  -5.627  1.170  -0.9127
N  2.570  -4.940  1.490  -0.1111
C  2.480  -3.740  2.082  0.2065
O  3.478  -3.116  2.427  -0.6619
C  1.053  -3.216  2.356  0.0107
C  0.145  -3.153  1.108  -1.4814
C  0.467  -2.087  0.080  0.2056
C  1.573  -2.232  -0.783  -0.3931
C  1.896  -1.206  -1.692  -0.8529
C  1.095  -0.047  -1.760  0.8136
O  1.395  0.943  -2.639  -0.5830
C  -0.027  0.082  -0.917  0.1636
C  -0.338  -0.934  0.003  -0.4796
N  0.931  -1.999  3.187  -0.1009
C  1.452  -0.768  3.111  0.6118
C  2.362  -0.294  1.995  -0.5597
O  1.168  0.032  3.990  -0.7064
H  4.676  -5.076  1.573  0.3150
H  3.817  -6.627  1.605  0.3229
H  3.937  -5.704  0.087  0.3132
H  1.709  -5.405  1.248  0.2358
H  0.614  -4.004  2.968  0.3782
H  -0.880  -3.006  1.451  0.4054
H  0.160  -4.121  0.607  0.6120
H  2.197  -3.113  -0.730  0.4535
H  2.755  -1.291  -2.339  0.4317
H  0.675  1.569  -2.710  0.2211
H  -0.644  0.963  -0.967  -0.1305
H  -1.186  -0.811  0.665  0.4023
H  0.363  -2.098  4.012  0.2664
H  3.259  0.126  2.444  0.3744
H  2.653  -1.098  1.335  0.1342
H  1.840  0.470  1.425  0.0469
C  -0.792  4.169  1.729  -1.3141
C  -1.725  3.272  0.925  0.8656
O  -2.354  2.429  1.548  -0.6200
N  -1.838  3.408  -0.461  0.3807
C  -1.061  4.387  -1.222  -0.8222
C  -1.425  4.150  -2.693  -0.7594
C  -2.459  3.075  -2.614  1.0823
C  -3.161  2.506  -3.682  -0.7756
C  -4.104  1.505  -3.426  -0.4741
C  -4.335  1.083  -2.111  -0.7383
C  -3.625  1.664  -1.054  -0.5558
C  -2.679  2.670  -1.303  -0.3345
H  -0.840  3.907  2.791  0.3334
H  0.238  4.041  1.389  0.3147
H  -1.083  5.216  1.615  0.3524
H  -1.328  5.407  -0.926  0.4047
H  0.015  4.244  -1.071  0.3748
H  -1.832  5.056  -3.152  0.3852
H  -0.557  3.816  -3.270  0.2563
H  -2.979  2.839  -4.699  0.4219
H  -4.657  1.055  -4.245  0.3883
H  -5.066  0.306  -1.908  0.4091
H  -3.821  1.325  -0.042  0.4734

For the HOMO-LUMO gap, the calculation gives 8.840 eV. The spin multiplicity is 1. The calculation puts the highest occupied orbital energy at -8.3 eV. As for the structure (SMILES): CNC(=O)[C@H](Cc1ccc(O)cc1)NC(C)=O.CC(=O)N1CCc2ccccc21.


2 | Computed, not measured: C22H27N3O4 in the gas phase, with ωB97M-V/def2-TZVPD.

Each line ends with the Mulliken charge.
Cartesian coordinates (Å):
C  -1.419  -4.589  -0.805  -1.5181
C  -0.400  -3.903  0.102  0.4214
O  0.072  -2.689  -0.492  -0.2708
C  1.138  -2.758  -1.300  0.1473
O  1.703  -3.782  -1.585  -0.6267
C  1.548  -1.411  -1.785  0.7068
C  2.656  -1.328  -2.639  -0.8415
C  3.083  -0.105  -3.097  -0.8090
C  2.419  1.061  -2.710  0.6401
C  2.878  2.368  -3.189  0.1714
O  3.818  2.575  -3.926  -0.6918
N  2.100  3.407  -2.704  0.0998
C  1.036  3.231  -1.873  0.3923
N  0.617  2.102  -1.440  -0.7084
C  1.304  0.985  -1.852  -0.3688
C  0.877  -0.265  -1.400  -0.0643
C  0.447  4.566  -1.540  -0.5292
C  1.026  5.484  -2.622  -0.6163
C  2.340  4.803  -3.016  -0.6798
C  -1.048  -3.582  1.459  0.4191
O  -1.247  -4.451  2.281  -0.6938
N  -1.395  -2.296  1.599  0.2780
C  -1.963  -1.733  2.803  -0.6097
C  -3.278  -1.015  2.484  -1.1779
C  -3.048  0.244  1.651  -0.4830
C  -2.079  1.187  2.357  -0.7844
C  -0.757  0.484  2.654  -0.4694
C  -0.975  -0.776  3.495  0.4043
C  0.349  -1.476  3.790  -1.7245
H  -1.810  -5.466  -0.296  0.4299
H  -0.944  -4.895  -1.734  0.3997
H  -2.238  -3.908  -1.028  0.3216
H  0.452  -4.574  0.268  0.4492
H  3.157  -2.242  -2.920  0.5129
H  3.933  -0.013  -3.757  0.4899
H  0.017  -0.305  -0.753  0.6554
H  -0.640  4.531  -1.530  0.3411
H  0.784  4.859  -0.543  0.2611
H  1.184  6.500  -2.269  0.3450
H  0.352  5.517  -3.479  0.3069
H  2.595  4.906  -4.072  0.3811
H  3.185  5.166  -2.421  0.2872
H  -1.150  -1.657  0.860  0.0839
H  -2.159  -2.587  3.460  0.5639
H  -3.759  -0.741  3.425  0.4398
H  -3.943  -1.700  1.955  0.3856
H  -4.002  0.749  1.487  0.3543
H  -2.650  -0.022  0.669  0.2424
H  -1.896  2.065  1.736  0.3745
H  -2.526  1.524  3.296  0.3508
H  -0.095  1.163  3.194  0.3710
H  -0.258  0.227  1.717  0.0340
H  -1.433  -0.480  4.445  0.4692
H  0.999  -0.829  4.374  0.4887
H  0.863  -1.732  2.866  0.2047
H  0.178  -2.393  4.349  0.4432

For the HOMO-LUMO gap, the calculation gives 8.722 eV. The spin multiplicity is 1. The calculation puts the highest occupied orbital energy at -8.9 eV. As for the structure (SMILES): C[C@@H](OC(=O)c1ccc2c(=O)n3c(nc2c1)CCC3)C(=O)N[C@@H]1CCCC[C@@H]1C.


Which structure is the least stable? The one labeled 1.


1 | Computed, not measured: 2 unconnected molecules or ions with the total composition C5H12NSe, with ωB97M-V/def2-TZVPD.

Each line ends with the Mulliken charge.
Cartesian coordinates (Å):
C  0.674  1.405  0.108  -0.4346
C  -0.174  1.814  1.417  -0.6655
C  0.012  -0.736  0.864  0.0803
C  -0.054  -2.238  0.580  -1.1882
C  -1.298  0.552  -1.949  -1.1734
N  1.160  -0.071  0.353  -0.1091
Se  -1.122  0.225  1.969  0.1993
H  -0.556  0.599  -1.003  0.4976
H  1.474  2.126  -0.308  0.3196
H  0.386  2.179  2.258  0.4495
H  -0.786  2.662  1.002  0.3794
H  0.821  -2.614  0.047  0.3782
H  -0.887  -2.437  -0.062  0.3158
H  -0.191  -2.910  1.467  0.3315
H  -1.648  1.564  -2.296  0.3357
H  -2.320  0.027  -1.653  0.2534
H  -0.838  0.308  -2.915  0.3551
H  1.389  -0.512  -0.515  0.3191
H  1.869  -0.436  1.011  0.3564

For the HOMO-LUMO gap (spin up / spin down), the calculation gives 9.556 / 6.077 eV. The spin multiplicity is 1. The calculation puts the highest occupied orbital energy (spin up / spin down) at -13.7 / -11.6 eV. As for the total charge: +1.


2 | Computed, not measured: a molecular structure, C5H12NSe, with ωB97M-V/def2-TZVPD.

Each line ends with the Mulliken charge.
Cartesian coordinates (Å):
C  1.368  -1.416  0.390  -0.5845
C  0.573  -0.914  -0.882  -0.5987
C  1.840  -0.124  1.045  -0.5318
C  -0.123  0.223  -0.206  -0.6979
C  -3.044  0.749  -0.657  -0.8496
N  0.926  0.898  0.634  0.0021
Se  -1.942  -0.188  0.604  0.2325
H  0.636  -1.919  1.031  0.2684
H  2.222  -2.064  0.190  0.3741
H  1.251  -0.534  -1.568  0.3595
H  -0.002  -1.704  -1.491  0.3125
H  1.889  -0.228  2.214  0.2640
H  3.005  0.174  0.732  0.3242
H  -0.640  1.121  -1.059  0.3146
H  -3.281  1.814  -0.359  0.2772
H  -2.466  0.757  -1.545  0.3200
H  -3.967  0.203  -0.728  0.3453
H  0.359  1.395  1.430  0.4396
H  1.396  1.758  0.225  0.4285

For the HOMO-LUMO gap, the calculation gives 9.139 eV. The spin multiplicity is 1. The calculation puts the highest occupied orbital energy at -12.7 eV. As for the total charge: +1.


Which structure is the least stable? The one labeled 1.